{
  "formula": "C33H36N3O4PPtS6",
  "method": "wB97M-V/def2-TZVPD",
  "relative_energy_kj_mol": 0.00,
  "charge": 0,
  "e_tot_ev": -125012.13485,
  "largest_force_ha_per_bohr": 0.0086,
  "elements": ["Pt", "C", "C", "C", "C", "C", "C", "C", "P", "C", "C", "C", "C", "C", "C", "C", "C", "C", "C", "C", "C", "C", "C", "H", "H", "H", "H", "H", "H", "H", "H", "H", "H", "H", "H", "H", "H", "H", "H", "H", "H", "H", "H", "C", "C", "S", "O", "O", "C", "C", "N", "C", "N", "C", "C", "N", "O", "O", "C", "H", "H", "H", "H", "H", "H", "H", "H", "H", "H", "H", "H", "H", "C", "S", "C", "C", "S", "S", "C", "S", "S", "H", "H", "H"],
  "positions_angstrom": [[-0.5901, -0.4745, 0.6547], [-4.1669, 3.5907, 1.7661], [-2.7063, 3.7176, 2.1153], [-2.2676, 4.9385, 2.6212], [-0.9451, 5.1541, 2.9762], [-0.0205, 4.1331, 2.8442], [-0.4297, 2.9108, 2.3387], [-1.7540, 2.6937, 1.9596], [-2.1136, 1.0309, 1.3298], [-3.3496, 1.1571, -0.0183], [-4.5115, 0.3920, 0.0581], [-5.4336, 0.3896, -0.9765], [-5.1954, 1.1574, -2.1051], [-4.0397, 1.9180, -2.1870], [-3.1036, 1.9355, -1.1575], [-1.8797, 2.7911, -1.2812], [-2.9578, 0.1544, 2.6675], [-3.6470, 0.7244, 3.7305], [-4.2282, -0.0967, 4.6844], [-4.1191, -1.4767, 4.5618], [-3.4252, -2.0388, 3.5001], [-2.8241, -1.2283, 2.5414], [-2.0456, -1.7715, 1.3712], [-4.7424, 4.3285, 2.3249], [-4.5749, 2.6071, 1.9873], [-4.3334, 3.7736, 0.7024], [-2.9894, 5.7372, 2.7441], [-0.6427, 6.1195, 3.3612], [1.0148, 4.2856, 3.1187], [0.2926, 2.1170, 2.1999], [-4.7046, -0.2049, 0.9407], [-6.3312, -0.2097, -0.8986], [-5.9054, 1.1635, -2.9221], [-3.8538, 2.5194, -3.0693], [-1.7238, 3.1007, -2.3147], [-0.9950, 2.2489, -0.9502], [-1.9559, 3.6928, -0.6689], [-3.7073, 1.8013, 3.8310], [-4.7528, 0.3368, 5.5255], [-4.5675, -2.1194, 5.3089], [-3.3336, -3.1158, 3.4209], [-2.7437, -2.0407, 0.5671], [-1.5434, -2.6974, 1.6668], [8.5042, -2.3632, -1.2838], [7.0328, -2.1453, -1.6036], [6.0309, -3.2918, -0.6785], [6.5256, -4.6285, -0.8834], [5.8844, -2.7936, 0.6687], [4.4263, -3.1725, -1.4496], [3.4398, -4.0384, -0.6643], [2.1068, -3.4443, -0.7005], [1.6478, -2.5816, 0.2293], [0.4514, -2.1207, -0.1209], [0.1074, -2.7102, -1.2957], [1.1307, -3.5219, -1.6759], [1.2456, -4.2345, -2.9016], [2.2842, -4.8313, -3.1282], [0.2975, -4.1767, -3.6558], [2.3745, -2.2382, 1.4766], [9.1021, -1.6225, -1.8123], [8.8216, -3.3579, -1.5897], [8.6896, -2.2532, -0.2159], [6.8137, -2.3108, -2.6593], [6.6918, -1.1508, -1.3152], [4.5079, -3.4946, -2.4864], [4.1336, -2.1210, -1.4094], [3.7305, -4.0971, 0.3828], [3.3964, -5.0408, -1.0713], [-0.8101, -2.4960, -1.8126], [2.2983, -3.0598, 2.1935], [1.9201, -1.3548, 1.9147], [3.4311, -2.0439, 1.2928], [0.2663, 0.1758, -4.5388], [1.0441, -0.0523, -2.9254], [1.2300, 1.6035, -2.3803], [1.4104, 1.9053, -1.0794], [1.4697, 0.8042, 0.2708], [1.6354, 3.6081, -0.7403], [1.5082, 4.2049, -2.3556], [1.5185, 5.7928, -2.7655], [1.2342, 2.9361, -3.5087], [0.0522, -0.8275, -4.9036], [0.9295, 0.6721, -5.2447], [-0.6678, 0.7263, -4.4440]]
}

=====

{
  "formula": "C33H36N4OSTe2Ti",
  "method": "wB97M-V/def2-TZVPD",
  "relative_energy_kj_mol": 133.57,
  "charge": -2,
  "e_tot_ev": -91351.53423,
  "largest_force_ha_per_bohr": 0.0490,
  "elements": ["Ti", "S", "C", "N", "N", "C", "C", "C", "C", "C", "C", "N", "N", "C", "C", "C", "C", "C", "C", "H", "H", "H", "H", "H", "H", "H", "H", "H", "H", "H", "C", "C", "C", "C", "C", "C", "C", "C", "C", "C", "C", "C", "O", "H", "H", "H", "H", "H", "H", "H", "H", "H", "H", "H", "H", "H", "H", "H", "H", "H", "C", "Te", "C", "C", "C", "C", "C", "C", "C", "H", "H", "H", "H", "H", "H", "H", "H", "Te"],
  "positions_angstrom": [[0.0422, -0.7921, -0.5836], [1.7910, -0.8973, -2.1522], [2.3697, 0.6806, -1.4281], [3.6443, 1.0056, -1.4470], [4.4794, 0.0501, -2.0460], [5.4810, 0.4441, -2.8578], [6.3256, -0.5142, -3.4675], [7.3702, -0.1208, -4.2797], [7.6402, 1.2277, -4.5210], [6.8106, 2.1701, -3.9219], [5.7459, 1.8080, -3.1100], [1.5046, 1.4921, -0.7778], [0.1555, 1.0856, -0.7843], [-0.7511, 2.1626, -0.8497], [-0.3219, 3.4616, -1.0992], [-1.2513, 4.4957, -1.1743], [-2.6102, 4.2585, -1.0104], [-3.0329, 2.9563, -0.7575], [-2.1129, 1.9227, -0.6717], [4.1817, -0.9163, -2.0510], [6.1378, -1.5678, -3.2899], [7.9937, -0.8838, -4.7344], [8.4656, 1.5281, -5.1535], [6.9911, 3.2262, -4.0972], [5.0991, 2.5415, -2.6525], [0.7393, 3.6242, -1.2216], [-0.8996, 5.5033, -1.3668], [-3.3259, 5.0695, -1.0686], [-4.0850, 2.7366, -0.6173], [-2.4612, 0.9179, -0.4530], [-2.5751, -2.6702, 2.5402], [-3.2975, -1.3976, 2.0862], [-2.4685, -0.1501, 2.3974], [-3.7540, -1.5226, 0.6441], [-5.1209, -1.5459, 0.3736], [-5.6112, -1.7096, -0.9127], [-4.7065, -1.8724, -1.9506], [-3.3314, -1.8718, -1.7284], [-2.3981, -2.0293, -2.9100], [-1.7134, -0.7058, -3.2269], [-1.4119, -3.1925, -2.7789], [-2.8642, -1.6828, -0.4243], [-1.5300, -1.6487, -0.1768], [-2.2986, -2.5923, 3.5964], [-1.6587, -2.8354, 1.9656], [-3.2124, -3.5500, 2.4154], [-4.2241, -1.3006, 2.6628], [-1.5083, -0.1473, 1.8857], [-2.2545, -0.1098, 3.4689], [-2.9980, 0.7653, 2.1211], [-5.8077, -1.4252, 1.2054], [-6.6775, -1.7138, -1.1021], [-5.0606, -2.0096, -2.9675], [-3.0404, -2.2665, -3.7632], [-1.1100, -0.3381, -2.3923], [-2.4455, 0.0823, -3.4137], [-1.0236, -0.7822, -4.0666], [-0.5618, -3.0176, -2.1147], [-1.0034, -3.4296, -3.7659], [-1.9096, -4.0821, -2.3861], [1.0799, 1.1463, 2.4799], [1.6962, -0.8772, 1.5408], [0.7885, -1.5137, 3.3893], [0.7563, -0.3992, 4.3961], [0.6045, -0.6573, 5.7589], [0.6163, 0.3707, 6.6904], [0.8010, 1.6816, 6.2596], [0.9578, 1.9450, 4.9064], [0.9244, 0.9244, 3.9501], [0.1351, 1.4185, 2.0082], [1.8091, 1.9184, 2.2347], [1.3762, -2.3681, 3.7207], [-0.1875, -1.8896, 3.0975], [0.4836, -1.6841, 6.0901], [0.4935, 0.1522, 7.7449], [0.8235, 2.4948, 6.9766], [1.1052, 2.9644, 4.5655], [1.1968, -3.5513, 0.5538]]
}

=====

{
  "formula": "C33H36N8SSbTi",
  "method": "wB97M-V/def2-TZVPD",
  "charge": 1,
  "e_tot_ev": -87208.55769,
  "largest_force_ha_per_bohr": 0.0271,
  "s2": 2.004,
  "spin_multiplicity": 3,
  "elements": ["Ti", "C", "N", "C", "C", "N", "C", "S", "C", "C", "C", "C", "C", "N", "H", "H", "H", "H", "H", "H", "H", "H", "H", "C", "C", "C", "C", "N", "N", "H", "H", "H", "H", "H", "H", "H", "H", "H", "H", "H", "H", "C", "C", "C", "C", "C", "C", "Sb", "C", "C", "C", "C", "C", "C", "C", "C", "C", "C", "C", "C", "H", "H", "H", "H", "H", "H", "H", "H", "H", "H", "H", "H", "H", "H", "H", "N", "C", "N", "C", "N"],
  "positions_angstrom": [[1.0168, 0.3597, -0.0830], [5.6807, 0.2211, -1.9571], [5.0293, 1.3243, -1.2470], [5.2930, 2.6709, -1.4587], [4.4348, 3.3642, -0.7080], [3.6325, 2.4386, -0.0279], [4.0028, 1.1708, -0.4016], [3.3762, -0.3430, 0.0628], [2.6011, 2.8472, 0.8932], [2.6128, 4.1473, 1.3627], [1.5981, 4.5531, 2.2157], [0.6521, 3.6394, 2.6328], [0.7425, 2.3580, 2.1287], [1.6639, 1.9709, 1.2337], [6.6188, 0.5891, -2.3622], [5.0376, -0.1352, -2.7587], [5.8762, -0.5884, -1.2608], [6.0688, 3.0067, -2.1228], [4.3149, 4.4245, -0.6141], [3.3751, 4.8506, 1.0757], [1.5676, 5.5823, 2.5478], [-0.1453, 3.8933, 3.3160], [0.0457, 1.6020, 2.4604], [1.9546, -2.6760, -3.8448], [1.1694, -3.3831, -2.7358], [1.9283, -4.6257, -2.2908], [-0.2285, -3.7536, -3.2174], [1.0247, -2.5634, -1.5138], [0.6006, -1.2149, -1.7472], [2.2603, -3.3962, -4.6043], [2.8641, -2.2161, -3.4447], [1.3722, -1.9063, -4.3568], [2.0572, -5.3109, -3.1286], [1.3900, -5.1463, -1.4963], [2.9233, -4.3630, -1.9188], [-0.1865, -4.4315, -4.0717], [-0.7848, -2.8694, -3.5438], [-0.7843, -4.2380, -2.4129], [1.9124, -2.5128, -1.0286], [-0.3719, -1.2854, -2.0290], [1.1062, -0.8205, -2.5415], [-6.5185, -1.1843, -0.4801], [-5.8193, -1.5513, 0.6646], [-4.5107, -1.1332, 0.8483], [-3.8848, -0.3523, -0.1243], [-4.5923, 0.0179, -1.2680], [-5.9093, -0.3987, -1.4452], [-1.9597, 0.4607, 0.1993], [-1.0386, -1.3466, 0.9466], [-1.6011, -2.6078, 0.7314], [-0.9783, -3.7575, 1.1940], [0.2341, -3.6905, 1.8707], [0.8357, -2.4609, 2.0624], [0.2032, -1.3136, 1.5928], [-2.4551, 1.3471, 2.0717], [-2.4227, 0.6596, 3.2835], [-2.7976, 1.2994, 4.4602], [-3.2172, 2.6234, 4.4346], [-3.2565, 3.3142, 3.2298], [-2.8670, 2.6803, 2.0556], [-7.5429, -1.5085, -0.6119], [-6.3016, -2.1590, 1.4195], [-3.9922, -1.4121, 1.7576], [-4.1280, 0.6311, -2.0320], [-6.4544, -0.1070, -2.3340], [-2.5455, -2.6994, 0.2109], [-1.4473, -4.7203, 1.0319], [0.7039, -4.5944, 2.2357], [1.7875, -2.3857, 2.5727], [0.6789, -0.3574, 1.8237], [-2.0987, -0.3748, 3.3239], [-2.7696, 0.7592, 5.3981], [-3.5174, 3.1126, 5.3524], [-3.5858, 4.3453, 3.2011], [-2.8890, 3.2396, 1.1250], [0.1984, 5.7376, -0.2842], [-0.0354, 4.7480, -0.8356], [-0.3575, 3.6013, -1.4236], [0.4476, 2.6392, -1.5572], [1.1012, 1.6640, -1.7028]]
}